(1)
{"formula": "C35H73F6N10O5P", "method": "wB97M-V/def2-TZVPD", "species": ["O", "C", "O", "O", "H", "C", "C", "N", "C", "C", "N", "C", "C", "H", "H", "H", "H", "H", "H", "H", "H", "H", "H", "H", "C", "C", "N", "C", "C", "N", "C", "C", "H", "H", "H", "H", "H", "H", "H", "H", "H", "H", "H", "C", "C", "N", "C", "C", "N", "C", "C", "H", "H", "H", "H", "H", "H", "H", "H", "H", "H", "H", "C", "C", "N", "C", "C", "N", "C", "C", "H", "H", "H", "H", "H", "H", "H", "H", "H", "H", "H", "C", "N", "C", "C", "C", "C", "O", "H", "H", "H", "H", "H", "H", "H", "H", "H", "H", "H", "H", "H", "H", "C", "N", "C", "C", "C", "C", "O", "H", "H", "H", "H", "H", "H", "H", "H", "H", "H", "H", "H", "H", "H", "P", "F", "F", "F", "F", "F", "F"], "positions_angstrom": [[0.5742, 18.6716, -7.0679], [-0.2189, 17.6528, -6.9636], [-1.3889, 17.7112, -6.4544], [0.3294, 16.5671, -7.3324], [1.3822, 18.2004, -7.2842], [3.0333, 15.7509, -14.6295], [3.1659, 14.4322, -13.9248], [4.4869, 13.8018, -14.3144], [5.6987, 13.9209, -13.6629], [6.5495, 12.9246, -14.1915], [5.8657, 12.3152, -15.1945], [4.6322, 12.8379, -15.3341], [6.4232, 11.2700, -16.0302], [2.2582, 16.2986, -14.0934], [2.9241, 15.6330, -15.7076], [3.8800, 16.4372, -14.6440], [2.3355, 13.7805, -14.1966], [3.2707, 14.5705, -12.8488], [5.8288, 14.6448, -12.8720], [7.5372, 12.5991, -13.8999], [3.9247, 12.5427, -16.0948], [5.6616, 10.5570, -16.3461], [7.0679, 10.7024, -15.3593], [7.0065, 11.7045, -16.8420], [3.3532, 28.5610, -7.1744], [3.5578, 27.0618, -6.9738], [3.0210, 26.6127, -5.7203], [2.9203, 27.3056, -4.5078], [2.3311, 26.4166, -3.5560], [1.9111, 25.2892, -4.1993], [2.3924, 25.3392, -5.4882], [1.2917, 24.1324, -3.5321], [2.2971, 28.8306, -7.1776], [3.7376, 28.8950, -8.1382], [3.8174, 29.1706, -6.3992], [4.6226, 26.8288, -6.9726], [3.1712, 26.4138, -7.7604], [3.2594, 28.3244, -4.3918], [2.1525, 26.5036, -2.4944], [2.1681, 24.5856, -6.2286], [0.2455, 23.9724, -3.7928], [1.3443, 24.2561, -2.4505], [1.8715, 23.2476, -3.7952], [-1.9779, 12.1539, -0.9736], [-1.2856, 13.5019, -1.3635], [-0.1338, 13.8003, -0.5217], [0.9958, 14.6088, -0.7402], [1.8246, 14.6650, 0.3401], [1.3433, 13.7570, 1.2809], [0.0885, 13.3821, 0.7654], [1.8788, 13.5199, 2.5982], [-2.7779, 11.9932, -1.6963], [-2.6619, 12.3095, -0.1393], [-1.2763, 11.3216, -0.9181], [-2.0620, 14.2236, -1.1096], [-1.0534, 13.5370, -2.4279], [1.0191, 15.2538, -1.6061], [2.6225, 15.3310, 0.6338], [-0.6225, 12.8070, 1.3399], [2.3482, 12.5422, 2.7078], [0.9881, 13.6168, 3.2190], [2.5846, 14.2965, 2.8927], [6.3356, 7.3983, -2.6013], [6.2800, 8.9370, -2.2614], [5.9071, 9.8242, -3.3655], [4.6083, 9.9178, -3.8162], [4.6078, 10.9470, -4.6896], [5.8797, 11.5226, -4.8512], [6.6858, 10.7925, -3.9848], [6.2737, 12.5764, -5.7748], [6.7697, 7.0946, -3.5539], [5.2996, 7.1448, -2.8258], [6.5375, 6.7594, -1.7416], [7.2725, 9.1776, -1.8803], [5.6054, 9.1766, -1.4394], [3.8243, 9.2953, -3.4107], [3.8179, 11.4192, -5.2548], [7.7280, 10.9702, -3.7646], [6.6611, 13.3482, -5.1098], [5.4194, 12.9265, -6.3542], [7.0532, 12.1238, -6.3878], [-6.6615, 17.7100, -10.8356], [-6.7306, 16.2851, -11.4192], [-5.3252, 15.6533, -11.3098], [-7.6773, 15.4593, -10.4920], [-7.0953, 16.2474, -12.9408], [-8.2594, 17.2238, -13.2940], [-9.6014, 16.9099, -12.8650], [-5.9552, 18.2660, -11.4521], [-6.4416, 17.6588, -9.7692], [-7.6597, 18.1475, -10.8516], [-4.9535, 15.4112, -10.3141], [-4.6587, 16.3522, -11.8152], [-5.3026, 14.7362, -11.8985], [-7.4327, 15.7078, -9.4593], [-7.4626, 14.4386, -10.8087], [-8.6581, 15.8077, -10.8158], [-7.4219, 15.2734, -13.3050], [-6.2034, 16.5318, -13.4990], [-8.3214, 17.2212, -14.3822], [-7.9686, 18.2301, -12.9925], [-10.2909, 17.5308, -13.1114], [-10.4714, 19.9511, 0.9824], [-9.9413, 19.4051, -0.4672], [-9.4178, 17.9678, -0.1979], [-11.0768, 19.3814, -1.4791], [-8.7841, 20.3623, -0.8886], [-7.8751, 20.0100, -2.1555], [-6.7151, 19.2714, -1.7469], [-9.6332, 19.8943, 1.6769], [-11.4002, 19.4277, 1.2092], [-10.7156, 21.0045, 0.8452], [-8.9798, 17.6325, -1.1380], [-10.3686, 17.4792, 0.0152], [-8.7390, 17.9534, 0.6548], [-11.9544, 18.9312, -1.0154], [-10.7933, 18.7797, -2.3426], [-11.2085, 20.4296, -1.7477], [-8.0816, 20.4491, -0.0597], [-9.1811, 21.3521, -1.1140], [-7.5154, 20.8847, -2.6975], [-8.4985, 19.4271, -2.8335], [-6.2308, 18.9480, -2.5101], [7.0783, 20.4057, -9.3315], [6.6852, 20.1694, -7.7970], [8.1676, 21.5618, -8.7812], [8.1012, 19.1247, -9.0456], [7.6120, 20.4810, -10.8786], [5.9448, 19.2566, -9.8443], [5.9340, 21.5644, -9.6644]], "forces_ev_per_angstrom": [[1.16, 3.43, 0.27], [-3.38, -4.80, 1.23], [1.47, 1.17, -0.79], [0.00, -0.19, -0.16], [0.59, 0.24, -0.41], [0.07, 0.93, -0.27], [2.00, 0.47, -0.32], [0.08, -2.33, -2.29], [0.22, -1.84, -0.80], [-1.26, 1.94, 1.01], [-1.40, 0.60, -0.47], [0.90, 1.48, 2.72], [0.52, -0.67, 0.40], [-0.41, 0.09, -0.71], [-0.96, -0.15, 0.06], [0.50, -0.38, 0.86], [0.33, -0.22, 0.23], [-0.41, -0.15, -0.04], [0.11, -0.18, 0.00], [-0.08, 0.25, -0.11], [-0.10, 0.10, 0.28], [-0.07, 0.42, -0.26], [0.25, -0.02, -0.30], [-0.20, -0.20, -0.03], [-0.54, 0.07, -0.25], [1.12, 0.39, -0.84], [-3.25, -3.56, 3.57], [-0.61, -2.50, 0.79], [0.42, 2.00, -1.57], [1.91, 0.51, -1.99], [0.16, 2.82, 0.69], [0.29, -0.46, -0.04], [-0.13, -0.17, 0.04], [0.20, -0.22, 0.09], [0.24, -0.20, -0.05], [0.15, 0.13, 0.13], [-0.39, 0.34, -0.03], [0.09, -0.27, 0.07], [0.04, 0.38, -0.19], [0.31, 0.13, -0.09], [0.15, 0.32, -0.30], [0.14, 0.23, -0.17], [-0.15, 0.01, 0.02], [-0.23, 1.15, -0.63], [-1.72, -0.91, 0.66], [3.61, 0.30, 3.71], [-0.49, 1.22, -1.07], [-0.59, -1.06, 0.16], [-3.32, 0.97, -3.49], [1.16, -0.75, 0.28], [-0.85, 0.02, 0.91], [0.54, -0.35, -0.70], [0.83, -0.26, 0.84], [-0.39, -0.05, 0.18], [0.29, 0.50, -0.49], [0.41, 0.18, 0.30], [0.16, -0.22, -0.11], [0.20, -0.21, -0.59], [0.18, -0.23, -0.12], [-0.16, 0.06, -0.19], [0.44, -0.31, 0.65], [-0.09, 0.00, -0.31], [-2.50, 0.90, -0.44], [1.62, -1.34, 0.44], [1.32, 1.55, -1.03], [0.95, 0.65, 0.02], [-0.12, 1.53, -1.46], [-0.49, -3.94, 3.10], [-2.42, -0.38, -0.30], [0.58, -0.16, 0.70], [0.98, 0.39, 0.43], [-0.41, -0.20, 0.11], [0.67, 0.36, -0.13], [0.01, 0.58, -0.32], [-0.15, -0.37, -0.10], [0.09, 0.09, -0.24], [-0.18, -0.37, 0.09], [-0.06, -0.07, -0.14], [0.13, 0.39, -0.67], [0.16, -0.13, 0.13], [-0.07, 0.57, -0.27], [-0.65, -0.85, -0.70], [1.05, -0.71, 1.24], [-0.25, 0.43, -1.04], [0.60, 0.95, -2.27], [-2.08, 0.92, 0.99], [-0.53, 0.66, -0.92], [1.52, -1.31, 1.27], [-0.04, 0.15, 0.42], [0.71, -0.21, -0.29], [0.04, -0.04, -0.45], [-0.57, 0.47, 0.17], [0.15, -0.03, 0.27], [-0.32, -0.02, 0.05], [-0.03, -0.27, -0.21], [-0.45, -0.08, 0.56], [-0.23, -0.40, 0.47], [0.35, -0.43, 0.79], [-0.11, 0.23, 0.17], [0.54, 0.07, -0.18], [-0.12, 0.10, 0.01], [0.47, 0.41, -0.39], [0.43, 0.23, -2.47], [1.11, 0.46, 1.72], [-1.32, 1.50, -0.71], [0.94, 0.30, 0.67], [1.06, -0.17, -1.14], [-0.43, -1.01, 0.87], [-0.94, 0.05, 0.60], [-0.33, -0.45, -0.03], [0.46, -0.30, 0.23], [0.02, -0.04, -0.15], [0.10, -0.21, 0.32], [0.45, -0.66, 0.12], [-0.04, 0.09, -0.29], [0.05, 0.23, -0.01], [0.13, 0.16, 0.07], [-0.46, -0.24, -0.15], [-0.30, -0.11, 0.22], [-0.48, -0.16, 0.34], [-0.55, 0.42, 0.35], [0.02, -0.12, -0.32], [-0.01, 0.09, -0.21], [0.44, -1.17, -0.80], [-1.51, 0.83, 0.29], [-1.09, -1.26, -1.25], [0.35, 0.93, -0.84], [-0.03, 0.41, 1.18], [0.55, 0.91, 0.59], [1.14, -0.78, 0.90]], "mulliken_charge": [-0.428, 0.683, -0.786, -0.800, 0.332, -1.119, -0.435, 0.148, -0.364, -0.381, 0.121, -0.152, -0.857, 0.345, 0.350, 0.371, 0.298, 0.350, 0.482, 0.431, 0.395, 0.366, 0.337, 0.315, -1.240, -0.184, 0.223, -0.265, -0.372, 0.157, -0.319, -0.818, 0.355, 0.370, 0.358, 0.270, 0.347, 0.345, 0.402, 0.388, 0.301, 0.305, 0.378, -1.349, -0.214, 0.210, -0.538, -0.251, 0.152, -0.333, -0.743, 0.384, 0.413, 0.371, 0.224, 0.444, 0.483, 0.416, 0.389, 0.276, 0.339, 0.325, -1.072, -0.554, 0.199, -0.394, -0.386, 0.093, -0.134, -0.724, 0.353, 0.324, 0.364, 0.315, 0.379, 0.453, 0.438, 0.394, 0.326, 0.298, 0.328, -0.953, -0.078, -0.910, -0.828, -0.377, -0.643, -0.519, 0.384, 0.372, 0.423, 0.359, 0.422, 0.405, 0.342, 0.377, 0.357, 0.323, 0.410, 0.406, 0.402, 0.327, -0.791, -0.275, -0.847, -0.797, -0.584, -0.475, -0.532, 0.389, 0.375, 0.385, 0.369, 0.464, 0.331, 0.391, 0.365, 0.354, 0.390, 0.464, 0.419, 0.289, 0.316, 1.164, -0.334, -0.361, -0.373, -0.342, -0.397, -0.359], "charge": 4, "homo_ev": -11.057, "spin_multiplicity": 1}

(2)
{"formula": "C28H42O21", "method": "wB97M-V/def2-TZVPD", "species": ["C", "C", "C", "O", "C", "O", "O", "H", "H", "H", "H", "H", "H", "C", "C", "C", "O", "C", "O", "O", "H", "H", "H", "H", "H", "H", "C", "C", "C", "O", "C", "O", "O", "H", "H", "H", "H", "H", "H", "C", "C", "C", "O", "C", "O", "O", "H", "H", "H", "H", "H", "H", "C", "C", "C", "O", "C", "O", "O", "H", "H", "H", "H", "H", "H", "C", "C", "C", "O", "C", "O", "O", "H", "H", "H", "H", "H", "H", "C", "C", "C", "O", "C", "O", "O", "H", "H", "H", "H", "H", "H"], "positions_angstrom": [[5.9775, 3.0038, 1.2723], [4.8865, 2.0483, 1.7647], [4.6210, 0.7282, 1.1539], [5.2601, -0.1603, 2.0824], [5.6856, 0.4373, 3.2062], [6.1351, -0.1397, 4.1537], [5.2993, 1.7470, 3.1167], [6.9879, 2.6011, 1.1935], [6.1246, 3.8852, 1.8938], [5.6249, 3.3141, 0.2848], [3.9136, 2.5416, 1.8118], [4.9731, 0.5539, 0.1395], [3.5633, 0.4862, 1.2640], [3.3434, -5.5686, 4.0731], [3.5216, -4.0641, 3.6807], [4.8956, -3.6764, 3.1331], [4.5163, -3.0172, 1.9378], [3.1817, -3.0208, 1.7050], [2.6070, -2.4556, 0.8225], [2.6098, -3.8351, 2.5970], [2.2691, -5.7182, 4.1798], [3.9243, -5.8146, 4.9598], [3.6184, -6.2670, 3.2814], [3.3483, -3.4864, 4.5881], [5.5480, -4.4888, 2.8179], [5.3199, -2.9452, 3.8199], [0.6485, 0.9610, 2.4602], [0.0909, 1.2971, 3.7923], [1.1525, 1.6361, 4.7975], [1.0983, 3.0545, 4.8995], [0.0003, 3.5329, 4.2814], [-0.2901, 4.6865, 4.1870], [-0.6017, 2.5295, 3.6284], [1.0812, 0.0311, 2.0843], [1.5514, 1.5858, 2.4581], [0.0269, 1.2639, 1.6179], [-0.5482, 0.5716, 4.2976], [2.1490, 1.1983, 4.7741], [0.7863, 1.3269, 5.7833], [2.0774, -4.9340, -2.3600], [1.2772, -3.8160, -3.1008], [1.1474, -2.5354, -2.2612], [1.6782, -1.5346, -3.1356], [2.0852, -2.0495, -4.3280], [2.3650, -1.3363, -5.2352], [1.8128, -3.3757, -4.3534], [1.7307, -5.1711, -1.3587], [3.1123, -4.5946, -2.2499], [2.1782, -5.7039, -3.1256], [0.3360, -4.3213, -3.3142], [1.6109, -2.5830, -1.2786], [0.0750, -2.3882, -2.1249], [-3.6791, 2.2709, 1.0465], [-4.7539, 2.0505, 0.0164], [-6.2463, 2.0290, 0.5404], [-6.7998, 3.2081, 0.0232], [-6.0232, 3.6507, -0.9998], [-6.3634, 4.4775, -1.7751], [-4.8114, 2.9932, -1.0274], [-2.7542, 1.9222, 0.5949], [-3.9663, 1.6592, 1.9080], [-3.7152, 3.2258, 1.5728], [-4.4862, 1.1851, -0.5966], [-6.2842, 1.8070, 1.6074], [-6.8484, 1.2096, 0.1347], [1.3406, 0.8012, -0.9021], [0.0628, 1.3633, -1.3087], [-0.0623, 2.5487, -2.2333], [-1.1881, 2.3059, -3.1076], [-1.3323, 0.9641, -3.1566], [-2.1024, 0.3620, -3.8703], [-0.4883, 0.4569, -2.2587], [1.8516, 1.3640, -0.1177], [2.1217, 0.6330, -1.6443], [1.1752, -0.2028, -0.5043], [-0.6693, 1.5032, -0.5069], [0.8188, 2.6848, -2.8651], [-0.2690, 3.5356, -1.8190], [-7.5648, -0.0217, -3.4579], [-6.1564, 0.5019, -3.5650], [-5.0859, -0.4245, -4.2636], [-5.1387, 0.1175, -5.6045], [-5.6711, 1.3309, -5.6591], [-5.8196, 1.9921, -6.6558], [-6.1814, 1.6214, -4.4707], [-7.7999, -0.6892, -4.2879], [-8.3956, 0.6783, -3.3705], [-7.6367, -0.5361, -2.4943], [-5.8503, 0.9850, -2.6369], [-5.4748, -1.4376, -4.2463], [-4.1400, -0.1468, -3.8068]], "forces_ev_per_angstrom": [[-0.59, -0.12, -1.22], [0.98, 2.24, 1.32], [0.07, -1.37, 0.73], [1.00, -1.37, -0.67], [-1.73, 0.44, -0.15], [0.07, 0.69, -0.63], [0.22, -0.77, 0.94], [-0.25, -0.63, -0.13], [-0.65, -0.05, 0.19], [0.47, 0.32, -0.12], [0.28, 0.55, 0.23], [0.09, 0.01, 0.09], [-0.06, 0.01, -0.53], [-0.12, 0.93, -0.63], [0.45, -3.02, 0.59], [-1.07, 0.25, -0.23], [-0.18, 1.40, -1.51], [1.03, -0.56, 0.34], [0.30, 0.06, 0.10], [-0.50, 0.60, 0.88], [0.07, -0.09, 0.61], [-0.26, 0.02, 0.15], [0.34, 0.31, -0.20], [-0.75, 0.42, -0.37], [0.08, -0.06, 0.53], [0.63, -0.18, -0.29], [1.52, 0.48, -1.90], [-0.23, -1.07, 0.34], [-0.78, 0.10, 2.79], [0.87, 0.62, -0.07], [0.97, 0.68, -0.85], [-0.15, -0.68, 0.46], [-1.12, -0.20, 0.04], [-0.50, -0.76, 1.19], [-0.09, 0.36, -0.66], [-0.28, 0.28, 0.34], [-0.41, -0.05, -0.68], [0.17, 0.51, -0.92], [0.06, -0.34, -0.01], [1.43, 1.51, -2.05], [0.15, -1.13, 1.57], [-1.00, -0.56, -1.07], [0.53, 0.11, 0.86], [-2.22, 0.52, 0.44], [0.88, -0.69, -0.10], [0.94, -0.31, 0.08], [-0.54, -0.30, -0.33], [0.02, 0.20, 0.23], [-0.36, -0.78, 0.72], [-0.34, 0.63, -0.22], [0.48, 0.18, -0.25], [0.05, 0.64, 0.10], [-1.02, -0.31, 0.73], [-1.02, -0.99, -0.45], [1.06, -1.77, -0.62], [0.22, 0.47, 0.43], [0.42, 0.17, -0.36], [0.19, -0.04, 0.16], [-1.11, 1.78, -0.05], [0.38, 0.56, 0.56], [0.40, -0.72, -0.26], [0.53, 0.50, -0.86], [-0.26, -0.73, 0.85], [-0.13, 1.23, 0.24], [0.36, -0.17, -0.36], [2.16, -0.72, 1.22], [-2.08, 1.14, -1.99], [0.65, 2.60, -0.66], [0.16, -0.50, 0.29], [-0.80, 0.55, -0.51], [1.35, 0.66, 1.15], [-0.69, -3.42, 0.05], [-0.36, 0.21, 0.13], [-0.54, 0.35, -0.65], [-0.15, 0.06, 0.19], [0.22, -0.32, 0.30], [0.10, -0.32, -0.01], [0.07, -0.22, 0.49], [-0.30, -0.93, 0.73], [-0.14, 1.18, -0.82], [-1.85, 2.37, 0.54], [1.19, -1.75, -0.31], [-1.25, 0.34, -1.03], [0.66, -0.55, 1.00], [-0.27, 1.09, 0.58], [-0.01, -0.15, 0.11], [0.54, 0.68, -0.34], [0.04, -0.62, -0.24], [0.30, -0.54, 0.19], [0.72, -0.21, -0.17], [0.25, -0.95, -0.30]], "mulliken_charge": [-1.610, 0.528, 0.380, -0.334, 0.667, -0.570, -0.397, 0.343, 0.373, 0.387, 0.185, 0.329, -0.286, -1.459, 0.427, -0.305, -0.330, 0.712, -0.665, -0.359, 0.353, 0.388, 0.357, 0.267, 0.292, 0.227, -0.403, 0.648, -0.763, -0.378, 0.661, -0.531, -0.374, 0.372, -0.052, -0.217, 0.367, 0.352, 0.337, -1.460, 0.412, 0.441, -0.221, 0.566, -0.535, -0.383, 0.373, 0.336, 0.388, 0.219, -0.143, 0.111, -0.994, 0.799, -0.381, -0.359, 0.548, -0.515, -0.267, -0.335, 0.368, 0.402, 0.147, 0.363, 0.229, -1.644, 2.361, -0.648, -0.352, 0.589, -0.671, -0.272, 0.620, 0.440, 0.030, -1.248, 0.388, 0.316, -1.563, 1.590, 0.025, -0.372, 0.716, -0.587, -0.388, 0.376, 0.357, 0.405, -0.809, 0.352, -0.038], "relative_energy_kcal_mol": 89.78, "charge": 0, "homo_ev": -10.186, "spin_multiplicity": 1}